# 1
The following is a quantum chemistry calculation of C47H40CdN4O2P2SSi as an isolated structure, from OMol25.

The geometry in XYZ format:
```
98
C47H40CdN4O2P2SSi, DFT the ωB97M-V functional and the def2-TZVPD basis
Cd -0.122 0.757 -0.208
C -2.554 3.563 0.127
Si -2.339 1.716 0.366
C -2.650 1.330 2.222
C -3.949 1.545 2.693
C -4.328 1.219 3.987
C -3.403 0.659 4.856
C -2.104 0.442 4.421
C -1.721 0.781 3.124
P -0.008 0.503 2.559
C 0.595 -0.845 3.627
C 0.081 -2.118 3.373
C 0.501 -3.207 4.119
C 1.456 -3.039 5.115
C 1.982 -1.779 5.362
C 1.552 -0.684 4.624
C 0.893 1.988 3.112
C 2.069 2.304 2.432
C 2.802 3.429 2.780
C 2.356 4.255 3.801
C 1.178 3.956 4.473
C 0.448 2.828 4.131
C -3.772 0.834 -0.504
C -4.749 1.547 -1.201
C -5.819 0.902 -1.806
C -5.932 -0.478 -1.721
C -4.962 -1.207 -1.047
C -3.881 -0.564 -0.453
P -2.543 -1.483 0.408
C -3.430 -2.866 1.200
C -3.779 -2.668 2.537
C -4.480 -3.642 3.235
C -4.826 -4.828 2.606
C -4.476 -5.039 1.278
C -3.784 -4.063 0.578
C -1.622 -2.254 -0.968
C -0.934 -3.457 -0.789
C -0.092 -3.941 -1.776
C 0.112 -3.213 -2.943
C -0.548 -2.008 -3.124
C -1.422 -1.539 -2.149
H -3.546 3.908 0.431
H -2.391 3.834 -0.918
H -1.812 4.100 0.722
H -4.696 1.954 2.020
H -5.347 1.393 4.313
H -3.688 0.391 5.865
H -1.383 0.002 5.100
H -0.662 -2.247 2.591
H 0.088 -4.188 3.923
H 1.791 -3.889 5.695
H 2.727 -1.646 6.136
H 1.961 0.299 4.827
H 2.406 1.673 1.615
H 3.710 3.669 2.241
H 2.921 5.139 4.068
H 0.824 4.608 5.262
H -0.477 2.604 4.647
H -4.678 2.626 -1.272
H -6.566 1.477 -2.337
H -6.768 -0.989 -2.181
H -5.056 -2.285 -0.988
H -3.498 -1.741 3.028
H -4.749 -3.475 4.270
H -5.367 -5.593 3.150
H -4.745 -5.965 0.787
H -3.511 -4.232 -0.457
H -1.064 -4.023 0.127
H 0.423 -4.883 -1.629
H 0.788 -3.583 -3.704
H -0.385 -1.410 -4.010
H -1.939 -0.601 -2.317
N 6.138 1.930 -6.429
C 5.027 1.880 -5.593
C 3.965 1.019 -5.878
C 2.841 1.004 -5.075
C 2.763 1.853 -3.983
C 3.806 2.720 -3.693
C 4.933 2.733 -4.491
S 1.344 1.842 -2.947
O 1.017 3.202 -2.613
O 0.345 1.035 -3.617
N 1.724 1.136 -1.535
C 2.190 -0.146 -1.472
N 1.589 -0.859 -0.485
C 2.069 -2.056 -0.184
C 3.123 -2.605 -0.890
C 3.604 -1.845 -1.947
N 3.166 -0.630 -2.245
H 6.303 1.104 -6.979
H 6.979 2.292 -6.011
H 4.025 0.364 -6.739
H 2.016 0.337 -5.286
H 3.726 3.388 -2.844
H 5.746 3.415 -4.273
H 1.579 -2.581 0.629
H 3.522 -3.581 -0.658
H 4.394 -2.230 -2.585
```

Results
* relative energy (zero: lowest compared OMol25 entry of this formula, charge and spin): 22.9 kJ/mol
* E: -101300.60842 eV
* HOMO level: -7.33 eV
* total charge: 0
* multiplicity: 1
* HOMO-LUMO gap: 7.91 eV

# 2
The following is a quantum chemistry calculation of a 2-piece molecular cluster, C3H8NP overall, from OMol25.

The geometry in XYZ format:
```
13
C3H8NP, DFT the ωB97M-V functional and the def2-TZVPD basis
C 0.463 -0.264 1.095
C 0.001 -0.874 -0.293
C 0.019 0.171 -1.452
N -0.628 1.738 -0.193
P -0.617 3.044 -0.910
H -0.491 0.321 1.343
H 0.782 -1.030 1.797
H 1.284 0.398 1.012
H -0.962 -1.197 -0.089
H 0.669 -1.655 -0.598
H 1.012 0.533 -1.662
H -0.846 0.198 -2.224
H -1.091 3.987 0.069
```

Results
* relative energy (zero: lowest compared OMol25 entry of this formula, charge and spin): 335.3 kJ/mol
* E: -14015.29567 eV
* HOMO level: -8.13 eV
* total charge: 0
* multiplicity: 1
* HOMO-LUMO gap: 8.60 eV

# 3
The following is a quantum chemistry calculation of a 2-piece molecular cluster, H2NO2S overall, from OMol25.

The geometry in XYZ format:
```
6
H2NO2S, DFT the ωB97M-V functional and the def2-TZVPD basis
N -0.052 -0.650 0.000
O -0.273 1.905 0.232
O 0.505 0.512 2.190
S -0.236 0.589 0.906
H -0.237 -0.635 -0.902
H 0.292 -1.722 -2.427
```

Results
* relative energy (zero: lowest compared OMol25 entry of this formula, charge and spin): 393.9 kJ/mol
* E: -16449.37475 eV
* HOMO level (alpha / beta): -2.43 / -4.84 eV
* total charge: -1
* multiplicity: 1
* HOMO-LUMO gap (alpha / beta): 4.90 / 9.11 eV

# 4
The following is a quantum chemistry calculation of one molecule with the formula C12H22O, from OMol25.

The geometry in XYZ format:
```
35
C12H22O, DFT the ωB97M-V functional and the def2-TZVPD basis
C -2.706 0.119 -0.684
C -1.211 -0.461 -1.108
C -0.994 -1.925 -0.380
C -0.697 -1.690 1.148
C -0.705 -0.218 1.651
C 0.209 0.711 0.801
C 0.106 2.170 1.331
C 1.704 0.206 1.026
C 2.219 -0.932 0.014
C 1.883 -0.579 -1.467
C 1.182 0.746 -1.385
C -0.064 0.662 -0.600
O -0.783 2.074 -0.805
H -3.630 -0.403 -1.047
H -2.867 0.240 0.344
H -2.797 1.148 -1.191
H -1.069 -0.422 -2.278
H -0.259 -2.578 -0.857
H -2.020 -2.481 -0.468
H -1.524 -2.460 1.606
H 0.271 -2.273 1.429
H -1.859 0.131 1.495
H -0.462 -0.043 2.680
H 1.032 2.733 1.007
H 0.012 2.066 2.482
H -1.002 2.457 0.842
H 1.831 -0.255 2.122
H 2.269 1.173 0.954
H 1.908 -1.848 0.250
H 3.307 -1.124 0.172
H 1.478 -1.493 -1.873
H 2.795 -0.416 -1.985
H 1.969 1.545 -1.073
H 1.098 1.224 -2.416
H -0.625 2.196 -1.738
```

Results
* relative energy (zero: lowest compared OMol25 entry of this formula, charge and spin): 416.8 kJ/mol
* E: -14843.68986 eV
* HOMO level: -9.49 eV
* total charge: 0
* multiplicity: 1
* HOMO-LUMO gap: 10.36 eV
* SMILES: C[C@@H]1CCC[C@@]2(C)CCCC[C@@]12O

# 5
The following is a quantum chemistry calculation of C26H22BrN4O2Se2Ti as an isolated structure, from OMol25.

The geometry in XYZ format:
```
58
C26H22BrN4O2Se2Ti, DFT the ωB97M-V functional and the def2-TZVPD basis
Ti 1.035 0.265 -0.738
O 0.736 4.552 3.085
C 0.254 4.788 1.835
C -0.324 6.040 1.639
C -0.865 6.363 0.414
C -0.848 5.450 -0.641
C -0.281 4.211 -0.448
C 0.282 3.865 0.787
C 0.874 2.514 1.001
O 1.294 1.887 -0.228
N -0.070 1.565 1.586
N -0.116 0.344 0.908
C -0.920 -0.575 1.419
C -1.043 -1.874 0.939
Br 0.100 -2.272 -0.521
C -1.890 -2.780 1.565
C -2.221 -4.137 1.388
C -1.771 -4.975 0.334
C -2.160 -6.289 0.294
C -2.994 -6.805 1.294
C -3.456 -6.006 2.334
C -3.080 -4.682 2.376
H 1.167 3.697 3.177
H -0.331 6.740 2.463
H -1.305 7.341 0.272
H -1.266 5.720 -1.601
H -0.246 3.503 -1.268
H 1.786 2.557 1.606
H -0.975 1.956 1.826
H -1.511 -0.307 2.292
H -2.403 -2.311 2.402
H -1.143 -4.599 -0.457
H -1.827 -6.930 -0.511
H -3.289 -7.846 1.251
H -4.104 -6.417 3.095
H -3.438 -4.047 3.177
Se 2.854 -0.998 -2.811
Se 2.239 1.255 -3.173
C 0.343 0.966 -3.401
C -0.293 1.302 -4.573
C -1.676 1.136 -4.627
C -2.349 0.628 -3.526
C -1.633 0.305 -2.390
N -0.304 0.488 -2.324
C 3.671 -0.847 -1.071
C 4.968 -1.257 -0.868
C 5.454 -1.248 0.439
C 4.634 -0.821 1.473
C 3.345 -0.417 1.183
N 2.866 -0.448 -0.071
H 0.267 1.676 -5.419
H -2.216 1.392 -5.530
H -3.420 0.482 -3.544
H -2.114 -0.095 -1.507
H 5.590 -1.569 -1.696
H 6.470 -1.565 0.640
H 4.987 -0.798 2.494
H 2.669 -0.073 1.956
```

Results
* relative energy (zero: lowest compared OMol25 entry of this formula, charge and spin): 12.3 kJ/mol
* E: -261199.82320 eV
* HOMO level: -15.47 eV
* total charge: +3
* multiplicity: 1
* HOMO-LUMO gap: 4.77 eV

# 6
The following is a quantum chemistry calculation of CHCoF4NO4S2 as an isolated structure, from OMol25.

The geometry in XYZ format:
```
14
CHCoF4NO4S2, DFT the ωB97M-V functional and the def2-TZVPD basis
Co 0.803 -2.286 -1.294
N -0.100 0.116 0.297
S -0.392 -0.075 -1.456
O -1.878 -0.009 -1.481
O 0.219 1.009 -2.264
S 1.329 -0.261 0.832
O 1.775 -1.504 0.083
O 1.368 -0.366 2.281
C 2.725 0.898 0.415
F 2.976 0.858 -0.881
F 2.377 2.118 0.780
F 3.817 0.532 1.062
F -1.277 -2.964 0.012
H -1.209 -1.844 0.337
```

Results
* E: -80895.86336 eV
* HOMO level (alpha / beta): -9.96 / -10.06 eV
* total charge: 0
* multiplicity: 4
* HOMO-LUMO gap (alpha / beta): 7.16 / 7.13 eV

# 7
The following is a quantum chemistry calculation of one molecule with the formula C20H21Cl2N3O2, from OMol25.

The geometry in XYZ format:
```
48
C20H21Cl2N3O2, DFT the ωB97M-V functional and the def2-TZVPD basis
N -2.573 1.170 1.841
C -1.613 0.275 2.247
O -2.038 -0.847 2.546
C -0.120 0.662 2.339
N 0.729 -0.485 1.971
C 0.809 -0.949 0.686
O 0.298 -0.298 -0.226
C 1.544 -2.293 0.402
C 1.477 -2.769 -1.078
C 0.081 -3.153 -1.533
N 0.119 -3.587 -2.929
C 0.105 -2.775 -4.053
C 0.132 -3.343 -5.354
C 0.010 -2.533 -6.495
C -0.153 -1.140 -6.393
Cl -0.351 -0.198 -7.893
C -0.107 -0.574 -5.111
Cl -0.345 1.105 -4.853
C 0.012 -1.370 -3.975
C 0.206 1.970 1.516
C 0.023 3.035 2.548
C -0.212 4.393 2.371
C -0.334 5.233 3.477
C -0.319 4.737 4.789
C -0.195 3.370 4.960
C -0.001 2.532 3.822
C 0.159 1.065 3.822
H -3.481 0.858 2.075
H -2.344 2.149 1.781
H 1.008 -1.172 2.649
H 1.100 -3.068 1.029
H 2.621 -2.186 0.618
H 1.880 -1.982 -1.731
H 2.081 -3.647 -1.201
H -0.580 -2.324 -1.359
H -0.311 -4.003 -1.009
H 0.412 -4.541 -3.041
H 0.180 -4.430 -5.490
H -0.101 -2.992 -7.457
H -0.005 -0.827 -3.040
H -0.425 2.097 0.602
H 1.262 2.039 1.218
H -0.288 4.740 1.353
H -0.422 6.320 3.314
H -0.422 5.415 5.648
H -0.138 2.908 5.942
H -0.541 0.581 4.510
H 1.172 0.831 4.146
```

Results
* relative energy (zero: lowest compared OMol25 entry of this formula, charge and spin): 10.1 kJ/mol
* E: -54692.39330 eV
* HOMO level: -7.72 eV
* total charge: 0
* multiplicity: 1
* HOMO-LUMO gap: 8.33 eV
* SMILES: NC(=O)C1(NC(=O)CCCNc2ccc(Cl)c(Cl)c2)Cc2ccccc2C1

# 8
The following is a quantum chemistry calculation of one molecule with the formula C7H13NO, from OMol25.

The geometry in XYZ format:
```
22
C7H13NO, DFT the ωB97M-V functional and the def2-TZVPD basis
C -0.921 -0.378 -1.630
C -0.647 0.881 -0.815
C 1.208 1.107 -1.006
N 1.998 0.414 -1.710
O -1.110 1.991 -1.131
H 1.764 -0.583 -1.703
H 1.348 2.192 -0.963
H -0.338 -1.235 -1.294
H -0.664 -0.158 -2.665
H -1.979 -0.626 -1.554
C -1.570 -0.719 1.237
C 1.480 -0.691 1.172
C 0.659 0.534 0.940
C -0.777 0.513 0.848
H 1.103 1.474 1.255
H -1.244 1.422 1.218
H -1.622 -0.806 2.326
H -1.143 -1.647 0.855
H -2.593 -0.645 0.863
H 2.536 -0.516 0.969
H 1.367 -0.991 2.221
H 1.145 -1.534 0.568
```

Results
* relative energy (zero: lowest compared OMol25 entry of this formula, charge and spin): 426.0 kJ/mol
* E: -11003.33744 eV
* HOMO level (alpha / beta): -8.08 / -8.08 eV
* total charge: 0
* multiplicity: 1
* HOMO-LUMO gap (alpha / beta): 7.54 / 7.54 eV

# 9
The following is a quantum chemistry calculation of one molecule with the formula C10H22N2O3S, from OMol25.

The geometry in XYZ format:
```
38
C10H22N2O3S, DFT the ωB97M-V functional and the def2-TZVPD basis
C -5.120 0.892 2.517
C -3.806 1.087 3.241
O -2.667 0.904 2.362
C -1.451 1.245 2.901
O -1.262 1.566 4.079
C -0.225 1.200 1.905
N 0.981 1.870 2.463
C 0.138 -0.254 1.684
C 1.266 -0.578 0.647
S 0.894 -0.168 -1.093
N -0.654 -0.693 -1.502
O 0.867 1.283 -1.224
C 2.126 -0.934 -2.242
C 2.155 -2.461 -2.214
C 1.858 -0.373 -3.660
C 2.952 -0.808 -4.637
H -5.064 -0.071 1.972
H -5.960 0.868 3.193
H -5.233 1.718 1.803
H -3.749 0.354 4.077
H -3.754 2.103 3.639
H -0.546 1.651 0.968
H 1.250 1.413 3.328
H 0.793 2.872 2.591
H -0.748 -0.770 1.407
H 0.487 -0.621 2.624
H 1.501 -1.668 0.709
H 2.157 0.023 0.898
H -1.291 0.099 -1.586
H 3.090 -0.547 -1.923
H 3.005 -2.837 -2.774
H 2.264 -2.823 -1.184
H 1.251 -2.914 -2.627
H 0.831 -0.642 -4.034
H 1.926 0.725 -3.594
H 3.959 -0.674 -4.210
H 2.873 -0.197 -5.510
H 2.906 -1.838 -4.989
```

Results
* E: -30682.59535 eV
* HOMO level: -8.32 eV
* total charge: 0
* multiplicity: 1
* HOMO-LUMO gap: 9.06 eV
* SMILES: CCOC(=O)[C@@H](N)CC[S@@](=N)(=O)[C@@H](C)CC